# 1
A 2-piece molecular cluster, CH8N2S2 overall. Source: the Open Molecules 2025 dataset; level of theory: the ωB97M-V functional and the def2-TZVPD basis.

Summary:
- 2S+1 = 1
- relative energy (zero: lowest compared OMol25 entry of this formula, charge and spin) (eV) = 0.923
- SMILES = NCN.SS

CARTESIAN COORDINATES (ANGSTROEM)
1 N 0.002878 -4.269908 3.888035
2 C -0.602323 -4.889696 2.640121
3 N -1.931202 -4.481727 2.280530
4 H -0.043197 -3.221810 3.915358
5 H -0.305333 -4.678923 4.791319
6 H 0.050742 -4.723852 1.746287
7 H -0.535664 -5.956684 3.060693
8 H -2.648278 -4.730666 2.960054
9 H -2.024047 -3.447728 2.106075
10 S 1.579223 3.113309 -1.965165
11 S -0.282548 3.751038 -2.577993
12 H 1.922450 4.222075 -1.150722
13 H -0.051271 3.307660 -3.759227

Forces on atoms 1 to 6 (eV/Å):
-0.006 1.226 -0.435
0.947 -0.530 2.524
-0.827 1.057 -0.315
-0.079 -1.535 0.046
0.026 0.517 -1.250
-0.299 -0.235 1.042

Mulliken population analysis, charges in e, atoms 1 to 8: number 1, N, carries -0.56; number 2, C, carries -0.32; number 3, N, carries -0.57; number 4, H, carries 0.20; number 5, H, carries 0.22; number 6, H, carries 0.27; number 7, H, carries 0.30; number 8, H, carries 0.24

# 2
C17H19BBeN6O3 as an isolated structure. Source: the Open Molecules 2025 dataset; level of theory: the ωB97M-V functional and the def2-TZVPD basis.

Summary:
- 2S+1 = 1
- energy (eV) = -34104.3086

CARTESIAN COORDINATES (ANGSTROEM)
1 H -3.005402 -0.637601 1.178721
2 N -1.719729 -1.326496 -0.366520
3 B -0.263059 -2.839866 -1.792681
4 N -1.543280 -2.563694 -0.952138
5 C -2.522332 -3.391635 -0.548736
6 Be -0.883534 -0.001435 -0.859277
7 H -2.590232 -4.392616 -0.948648
8 C -3.307414 -2.715825 0.384470
9 H -4.161848 -3.113744 0.895445
10 C -2.748414 -1.439980 0.506785
11 H -0.412015 -3.826126 -2.456723
12 C 3.076631 0.620914 1.236578
13 H 2.796577 1.478898 1.852784
14 H 2.776216 0.820964 0.203357
15 H 4.158806 0.452328 1.289285
16 N 0.924166 -3.092373 -0.799998
17 N 0.125225 -1.620435 -2.672977
18 N 1.263194 -2.205224 0.193668
19 N -0.013424 -0.317967 -2.217756
20 C 1.704153 -4.194643 -0.747537
21 C 0.679650 -1.613914 -3.895829
22 H 1.553175 -4.994374 -1.454912
23 H 0.854914 -2.545291 -4.422121
24 C 2.583424 -4.045247 0.325784
25 C 0.924779 -0.289949 -4.254781
26 C 2.251320 -2.794120 0.893964
27 C 0.503557 0.489508 -3.173179
28 H 3.338408 -4.737819 0.637955
29 H 1.348426 0.047544 -5.181714
30 H 2.716897 -2.354087 1.772067
31 H 0.558880 1.550514 -3.002746
32 H 2.576451 -0.283719 1.575258
33 O -2.348097 1.927948 2.239343
34 C -1.648240 3.079767 2.187110
35 C -1.872328 4.027374 3.196380
36 C -1.125088 5.198446 3.210685
37 C -0.164799 5.437509 2.219261
38 C 0.037718 4.512814 1.196924
39 C -0.697231 3.333160 1.151182
40 C -0.376208 2.368371 0.058759
41 O 0.474155 2.600843 -0.798980
42 O -1.096831 1.243467 0.073185
43 H -2.045196 1.420166 1.441092
44 H -2.612681 3.797032 3.962071
45 H -1.280773 5.913791 4.017068
46 H 0.438587 6.342257 2.238841
47 H 0.772847 4.674565 0.409229

Forces on atoms 1 to 6 (eV/Å):
-0.123 0.102 -0.197
-0.383 -1.269 0.618
0.947 -0.263 0.771
-0.659 1.205 -0.255
0.498 0.854 0.180
0.482 0.284 0.854

Mulliken population analysis, charges in e, atoms 1 to 8: number 1, H, carries 0.51; number 2, N, carries 0.44; number 3, B, carries 0.23; number 4, N, carries -0.05; number 5, C, carries -0.17; number 6, Be, carries -1.21; number 7, H, carries 0.46; number 8, C, carries -1.08